A 12-piece molecular cluster, C35H103Br2O44P11 overall in a non-equilibrium geometry, computed with wB97M-V/def2-TZVPD.

max |F|	4.62	eV Å⁻¹
total energy	-13609.59340	a.u.
energy relative to the best compared isomer or geometry (same formula, charge and spin)	265.6	kJ/mol

Last column: Löwdin charge in e.
Geometry (Å):
C (-11.426, -11.777, -13.554)  -0.107
O (-10.676, -10.803, -12.810)  -0.239
P (-10.865, -10.712, -11.176)  0.500
O (-12.211, -10.134, -10.755)  -0.276
O (-10.665, -12.184, -10.555)  -0.225
C (-9.604, -13.004, -11.021)  -0.105
O (-9.478, -9.966, -10.742)  -0.236
C (-9.396, -8.628, -10.274)  -0.101
H (-11.916, -12.574, -12.994)  0.090
H (-10.641, -12.168, -14.201)  0.086
H (-12.126, -11.351, -14.272)  0.086
H (-8.755, -12.452, -11.425)  0.090
H (-10.042, -13.684, -11.751)  0.085
H (-9.277, -13.627, -10.188)  0.092
H (-10.360, -8.177, -10.039)  0.086
H (-8.963, -8.066, -11.102)  0.086
H (-8.687, -8.548, -9.449)  0.088
C (-8.532, 4.931, -10.417)  -0.117
O (-7.713, 3.772, -10.453)  -0.228
P (-7.047, 3.303, -9.027)  0.472
O (-6.119, 4.281, -8.428)  -0.235
O (-6.381, 1.856, -9.318)  -0.220
C (-6.880, 1.036, -10.320)  -0.126
O (-8.327, 2.864, -8.109)  -0.226
C (-8.117, 2.338, -6.822)  -0.126
H (-9.582, 4.642, -10.392)  0.086
H (-8.439, 5.640, -11.240)  0.092
H (-8.442, 5.420, -9.447)  0.081
H (-7.868, 1.378, -10.629)  0.086
H (-6.898, 0.055, -9.845)  0.095
H (-6.151, 1.006, -11.130)  0.093
H (-8.760, 2.901, -6.146)  0.089
H (-7.167, 2.332, -6.287)  0.094
H (-8.478, 1.311, -6.871)  0.091
C (4.548, -8.780, -15.460)  -0.137
O (3.609, -9.107, -14.477)  -0.190
P (2.406, -8.074, -14.163)  0.422
O (1.445, -8.492, -13.113)  -0.238
O (1.752, -7.862, -15.593)  -0.206
C (0.410, -7.511, -15.704)  -0.123
O (3.178, -6.694, -13.944)  -0.216
C (2.533, -5.589, -13.349)  -0.105
H (4.586, -7.722, -15.721)  0.082
H (4.422, -9.368, -16.369)  0.094
H (5.558, -8.910, -15.071)  0.091
H (-0.203, -8.291, -16.156)  0.094
H (0.270, -6.528, -16.154)  0.094
H (0.020, -7.432, -14.689)  0.072
H (3.053, -5.330, -12.427)  0.089
H (1.573, -5.891, -12.930)  0.081
H (2.473, -4.688, -13.960)  0.095
C (-9.854, -12.237, -3.611)  -0.138
O (-9.937, -10.986, -2.979)  -0.219
P (-11.281, -10.414, -2.233)  0.506
O (-11.016, -9.098, -1.571)  -0.252
O (-12.424, -10.420, -3.427)  -0.231
C (-12.314, -9.642, -4.582)  -0.137
O (-11.747, -11.665, -1.303)  -0.234
C (-12.681, -11.471, -0.227)  -0.087
H (-9.203, -12.228, -4.486)  0.087
H (-10.782, -12.748, -3.866)  0.091
H (-9.341, -12.956, -2.973)  0.085
H (-13.323, -9.597, -4.991)  0.094
H (-11.492, -9.904, -5.249)  0.090
H (-12.143, -8.571, -4.482)  0.082
H (-13.300, -12.365, -0.151)  0.087
H (-13.354, -10.678, -0.553)  0.085
H (-12.213, -11.281, 0.739)  0.092
C (-4.755, 0.909, -0.375)  -0.150
O (-3.490, 1.155, -0.842)  -0.226
P (-2.921, 2.685, -0.944)  0.524
O (-4.013, 3.682, -0.946)  -0.229
O (-1.823, 2.711, 0.238)  -0.191
C (-1.133, 3.866, 0.530)  -0.154
O (-1.988, 2.519, -2.322)  -0.206
C (-2.490, 3.095, -3.449)  -0.180
H (-4.843, -0.135, -0.073)  0.092
H (-5.423, 1.213, -1.181)  0.094
H (-4.954, 1.501, 0.518)  0.088
H (-1.264, 4.711, -0.145)  0.089
H (-0.054, 3.762, 0.636)  0.094
H (-1.453, 4.321, 1.468)  0.091
H (-3.235, 3.883, -3.341)  0.084
H (-2.926, 2.288, -4.038)  0.092
H (-1.696, 3.561, -4.032)  0.089
C (0.410, -0.017, -8.830)  -0.092
O (0.322, 1.040, -9.791)  -0.221
P (1.523, 2.108, -10.055)  0.501
O (2.838, 1.605, -10.489)  -0.230
O (0.842, 3.141, -11.144)  -0.221
C (-0.326, 3.809, -10.777)  -0.139
O (1.515, 3.087, -8.725)  -0.230
C (2.136, 4.310, -8.695)  -0.165
H (1.400, 0.008, -8.374)  0.088
H (0.148, -0.972, -9.286)  0.088
H (-0.332, 0.020, -8.032)  0.086
H (-1.088, 3.837, -11.555)  0.096
H (-0.026, 4.830, -10.542)  0.082
H (-0.705, 3.458, -9.817)  0.086
H (2.710, 4.500, -9.602)  0.095
H (2.883, 4.514, -7.928)  0.087
H (1.452, 5.133, -8.494)  0.089
C (-2.591, -12.950, -0.577)  -0.094
O (-2.928, -14.297, -0.266)  -0.214
P (-2.904, -14.868, 1.242)  0.473
O (-3.466, -16.221, 1.422)  -0.229
O (-1.319, -14.704, 1.642)  -0.222
C (-0.742, -15.155, 2.800)  -0.146
O (-3.701, -13.742, 2.102)  -0.219
C (-4.038, -13.852, 3.450)  -0.131
H (-3.389, -12.473, -1.145)  0.094
H (-1.650, -13.053, -1.117)  0.094
H (-2.434, -12.398, 0.350)  0.080
H (-0.401, -14.363, 3.467)  0.094
H (0.030, -15.920, 2.719)  0.093
H (-1.571, -15.674, 3.282)  0.070
H (-5.089, -13.796, 3.734)  0.088
H (-3.659, -13.030, 4.057)  0.088
H (-3.689, -14.801, 3.856)  0.080
C (-4.347, -7.914, -5.349)  -0.162
O (-4.518, -6.847, -6.240)  -0.213
P (-3.440, -5.562, -6.102)  0.564
O (-3.746, -4.405, -7.025)  -0.265
O (-3.423, -5.158, -4.515)  -0.231
C (-2.434, -4.259, -4.019)  -0.103
O (-1.977, -6.324, -6.288)  -0.254
C (-1.442, -6.672, -7.562)  -0.107
H (-3.415, -7.963, -4.784)  0.083
H (-4.455, -8.904, -5.792)  0.087
H (-5.120, -7.925, -4.581)  0.087
H (-2.506, -3.287, -4.507)  0.084
H (-1.466, -4.563, -4.416)  0.080
H (-2.476, -4.072, -2.946)  0.094
H (-0.420, -6.311, -7.682)  0.084
H (-1.996, -6.211, -8.380)  0.086
H (-1.357, -7.745, -7.730)  0.087
C (-3.171, -15.600, -15.696)  -0.108
O (-3.139, -14.686, -14.593)  -0.237
P (-4.561, -13.976, -14.123)  0.477
O (-5.696, -14.916, -14.210)  -0.239
O (-4.335, -13.334, -12.648)  -0.212
C (-3.577, -12.203, -12.438)  -0.136
O (-4.592, -12.682, -15.094)  -0.234
C (-5.828, -12.070, -15.426)  -0.102
H (-2.347, -15.367, -16.370)  0.085
H (-4.088, -15.442, -16.263)  0.080
H (-3.036, -16.638, -15.390)  0.090
H (-2.753, -12.206, -13.152)  0.092
H (-3.220, -12.287, -11.411)  0.095
H (-4.142, -11.276, -12.536)  0.089
H (-5.756, -11.514, -16.360)  0.090
H (-6.134, -11.392, -14.630)  0.087
H (-6.594, -12.832, -15.566)  0.082
C (5.282, -1.466, 5.862)  -0.079
O (4.539, -0.332, 5.264)  -0.236
P (4.377, -0.364, 3.613)  0.506
O (4.071, 0.945, 2.953)  -0.254
O (3.223, -1.530, 3.414)  -0.224
C (2.779, -1.693, 2.073)  -0.130
O (5.740, -1.059, 3.046)  -0.247
C (7.027, -0.575, 3.323)  -0.130
H (6.200, -1.089, 6.314)  0.087
H (5.494, -2.282, 5.172)  0.083
H (4.574, -1.809, 6.616)  0.089
H (3.512, -1.482, 1.295)  0.084
H (1.868, -1.120, 1.898)  0.093
H (2.599, -2.749, 1.876)  0.085
H (7.596, -0.454, 2.401)  0.091
H (7.576, -1.346, 3.863)  0.084
H (7.105, 0.347, 3.900)  0.098
C (-15.305, -1.536, -4.679)  -0.092
O (-14.154, -2.207, -5.157)  -0.227
P (-12.893, -2.553, -4.245)  0.445
O (-12.214, -1.345, -3.688)  -0.254
O (-11.996, -3.474, -5.286)  -0.210
C (-10.654, -3.791, -4.976)  -0.127
O (-13.482, -3.567, -3.177)  -0.200
C (-13.872, -3.108, -1.900)  -0.121
H (-15.972, -2.275, -4.236)  0.090
H (-15.748, -0.873, -5.422)  0.095
H (-14.922, -0.912, -3.871)  0.081
H (-10.421, -4.844, -4.815)  0.081
H (-10.226, -3.286, -4.111)  0.088
H (-10.097, -3.615, -5.896)  0.088
H (-13.578, -3.880, -1.188)  0.088
H (-14.958, -3.085, -1.811)  0.084
H (-13.481, -2.173, -1.500)  0.091
Br (0.359, -16.672, -8.252)  0.649
C (-0.758, -15.362, -7.431)  -0.732
C (-1.817, -16.074, -6.528)  -0.649
Br (-3.327, -14.828, -6.105)  0.548
H (-1.290, -14.919, -8.273)  0.035
H (-0.153, -14.606, -6.930)  0.058
H (-1.404, -16.371, -5.564)  0.050
H (-2.138, -16.953, -7.087)  0.039

Forces on the atoms, in the same order (eV/Å):
0.941 -0.151 -1.192
-0.387 -0.045 2.283
-2.040 1.227 0.348
3.447 -1.079 -0.797
-0.202 1.450 -0.580
0.007 -0.921 0.014
-1.674 -1.348 -0.311
0.265 0.858 -0.819
0.170 0.257 0.322
-0.190 -0.705 0.028
-0.257 0.554 0.581
-0.139 0.046 -0.018
0.351 0.039 -0.286
0.080 0.216 0.056
-0.037 -0.329 0.190
-0.024 0.277 0.049
-0.277 -0.359 0.134
-1.505 0.358 1.192
0.847 -0.947 1.218
0.033 -0.380 0.077
-0.839 -0.882 -0.341
0.323 3.044 0.920
-0.133 -1.196 -0.286
1.524 1.427 -1.869
-1.272 -0.742 1.534
-0.091 -0.404 -0.353
0.791 -0.393 -0.026
0.496 0.480 -0.183
0.076 -0.397 -0.304
-0.413 -0.239 -0.448
-0.310 0.066 -0.272
-0.231 -0.098 -0.034
0.659 0.352 -1.085
0.058 -0.056 0.268
1.575 0.703 -0.833
-1.787 1.009 0.978
0.098 -0.870 0.375
1.243 0.479 -0.947
1.082 -0.577 -0.579
-1.635 0.392 1.214
0.401 -0.530 -0.175
-0.469 0.220 1.721
-0.636 0.088 -0.096
-0.168 -0.069 0.159
-0.069 -0.608 0.186
0.349 0.068 -0.485
0.220 -0.212 -0.418
-0.342 0.113 0.047
0.526 0.122 -0.187
-0.406 0.113 -0.552
0.008 -0.436 -0.398
0.574 -1.790 -0.004
-1.551 1.055 0.838
0.620 0.360 -0.553
-0.624 -2.206 -1.035
1.354 -0.569 2.408
-0.364 1.682 -0.925
0.791 0.969 -0.877
-0.809 0.160 -0.664
-0.262 0.720 -0.197
-0.369 0.626 -0.076
-0.005 0.126 0.496
0.276 -0.768 -0.663
-0.389 -0.852 -0.179
0.289 0.212 1.197
0.281 -0.144 -0.067
-0.029 0.227 0.603
0.221 0.203 -0.315
-1.630 0.364 0.704
3.381 1.590 -0.529
0.152 -2.084 -0.886
1.337 -0.379 -0.044
-1.448 -1.231 -1.412
1.048 2.797 0.927
-0.486 0.420 4.570
-0.782 0.591 -2.907
-0.005 -0.032 -0.423
-0.638 -0.404 0.363
-0.281 0.103 0.014
-0.258 -0.327 -0.673
-0.050 -0.777 -0.237
-0.304 -0.467 0.312
-0.136 -0.142 0.580
-0.163 0.174 -0.408
0.265 -0.209 0.044
0.216 -0.355 0.431
0.833 1.360 -0.003
-0.805 1.573 -0.478
-1.232 0.259 0.562
1.502 -2.547 0.418
-0.483 1.409 1.198
-0.802 -2.950 -0.237
1.449 2.305 -0.450
-0.035 -0.482 -0.061
0.644 0.089 -0.501
-0.103 0.977 -0.024
0.213 -0.403 -0.006
-0.186 0.333 -0.289
-0.447 -0.362 -0.278
-0.308 0.151 -0.329
0.091 -1.187 0.544
-0.570 -0.178 -0.493
0.693 0.030 0.449
-0.676 -1.148 1.994
0.148 -0.047 0.168
0.714 1.060 -0.193
-1.290 1.216 -2.999
-1.119 -1.405 2.366
0.475 0.141 -1.755
0.025 -0.568 1.920
0.118 -0.257 -0.100
-0.139 0.633 -0.211
0.072 0.219 -0.161
0.036 0.241 -0.299
0.191 0.270 -0.776
0.351 -0.277 0.958
-0.457 -0.229 -1.141
0.763 0.078 -0.358
0.094 0.040 0.130
-0.326 -1.565 1.645
1.803 2.679 0.114
-0.314 0.201 -0.902
0.724 -2.740 1.728
-0.455 -1.213 -1.339
0.927 1.030 -1.466
-1.434 0.938 0.626
0.285 0.328 -0.935
0.305 0.506 -0.349
0.075 0.282 -0.832
-0.225 0.480 0.005
-0.693 0.228 0.041
0.293 -0.495 0.819
-0.189 -0.754 -0.152
0.014 0.302 0.510
-0.254 -0.106 0.080
-0.539 -0.098 0.397
-0.067 0.406 -0.617
-1.333 1.253 1.327
0.899 -0.709 -0.374
0.592 1.047 0.216
-1.525 -2.569 -1.909
1.357 0.999 0.225
0.505 -0.868 0.280
-0.841 -0.016 0.043
0.116 0.222 0.186
-0.059 -0.437 0.046
-0.352 0.153 0.321
0.275 0.394 0.282
0.244 0.227 -0.120
-0.178 -0.060 -0.113
0.445 -0.058 0.112
-0.044 0.045 0.007
-0.057 -0.011 0.107
-1.190 0.634 0.255
0.738 -0.819 -2.552
-0.509 0.745 0.348
0.429 -2.073 1.369
2.150 1.405 0.261
-0.368 -0.700 -1.013
-2.011 0.082 0.411
1.447 -0.145 0.085
-0.128 0.030 -0.074
-0.080 0.250 -0.137
0.425 -0.232 0.153
0.270 0.672 0.311
0.133 0.023 0.040
-0.366 -0.100 0.536
-0.345 0.228 -0.191
-0.101 -0.081 0.259
-0.500 0.089 -0.066
0.843 0.277 1.540
1.093 -0.893 -1.335
1.085 1.139 -1.164
-0.697 -1.719 -0.403
-2.191 0.982 1.765
1.365 -0.376 -0.451
0.614 0.273 -0.303
-0.658 -0.801 1.745
-0.376 0.160 -0.360
0.074 -0.531 -0.197
-0.522 0.432 0.204
-1.032 -0.378 0.254
-0.234 0.506 -0.234
0.210 0.642 0.200
0.195 -0.049 -0.036
-0.117 0.188 -0.384
0.361 0.138 -0.846
0.574 -0.450 -0.023
-1.578 0.192 0.375
0.899 0.764 -0.369
0.786 -0.739 -0.346
0.097 0.194 0.210
-0.109 -0.242 0.034
-0.092 0.043 -0.163
-0.581 0.247 0.284